Molecular formula: C29H41AlF5P2
Method: DFT, the ωB97M-V functional and the def2-TZVPD basis

The calculation puts the HOMO energy (alpha / beta) at -8.7 / -8.3 eV. As for the spin multiplicity: 1. The orbital gap (alpha / beta) comes out at 4.85 / 4.39 eV. For the LUMO energy (alpha / beta), the calculation gives -3.8 / -3.9 eV. The energy comes out at -69484.4745 eV. The total charge is +1.

Each line ends with the Löwdin charge.
Cartesian coordinates (Å):
1 Al 1.64403 -1.02502 0.45386  0.828
2 C -1.03067 -1.11940 2.28101  -0.219
3 C -0.73527 -2.15215 1.37361  -0.228
4 C 1.29505 -1.37454 2.36709  -0.366
5 C 0.13516 -0.69690 2.95429  -0.188
6 C 0.70206 -2.43280 1.43016  -0.427
7 C -2.41522 -0.73810 2.70175  -0.029
8 H -3.11574 -0.80877 1.85905  0.057
9 H -2.44741 0.28995 3.09286  0.085
10 H -2.77327 -1.42461 3.48919  0.105
11 C 0.17597 0.02812 4.20787  -0.027
12 H -0.80717 0.40856 4.49733  0.085
13 H 0.96796 1.07142 4.12999  0.006
14 H 0.58913 -0.57172 5.03158  0.112
15 C 2.52018 -1.61245 3.19272  -0.051
16 H 2.25575 -2.07218 4.15097  0.100
17 H 3.00891 -0.65827 3.39874  0.083
18 H 3.24277 -2.25480 2.67753  0.079
19 C 1.17674 -3.84907 1.42014  -0.053
20 H 0.82857 -4.33897 2.34329  0.104
21 H 2.26362 -3.87083 1.35969  0.071
22 H 0.78119 -4.39347 0.56129  0.078
23 C -1.72910 -3.15925 0.93855  -0.032
24 H -1.85756 -3.91136 1.73333  0.111
25 H -1.38542 -3.69402 0.04880  0.081
26 H -2.72910 -2.75185 0.74496  0.075
27 C -2.36752 1.96685 -0.01064  -0.078
28 C -3.36277 1.07457 -0.01146  -0.115
29 C -3.52282 -0.05137 -0.97735  -0.171
30 C -3.33188 0.22815 -2.51448  -0.128
31 C -1.92969 -0.12324 -3.08263  -0.353
32 C -1.01923 -0.61256 -1.93482  -0.392
33 C -0.68292 0.36139 -0.81816  -0.288
34 C -1.22111 1.80517 -0.93457  -0.175
35 H -4.53686 -0.46340 -0.84698  0.123
36 H -3.63273 1.23666 -2.82626  0.121
37 H -2.89872 -0.91268 -0.67501  0.088
38 H -1.49305 2.01675 -1.96792  0.045
39 H -2.31761 2.77948 0.71998  0.120
40 H -4.09535 1.06418 0.78521  0.106
41 H -0.39278 2.48825 -0.66643  0.128
42 H -1.04145 -0.09223 0.12037  0.087
43 H -1.33708 -1.58053 -1.51283  0.099
44 H 0.42623 0.51134 -0.63677  0.023
45 H -4.06194 -0.42770 -3.01739  0.118
46 H -2.05498 -0.94675 -3.82880  0.121
47 P -0.74104 0.95117 -4.01821  1.004
48 C -0.39574 2.76848 -4.01472  -0.162
49 C -1.36810 0.69486 -5.75845  -0.165
50 P 0.94992 -1.08801 -2.34254  0.822
51 C 0.91798 0.34629 -3.53528  -0.387
52 C 0.81433 -2.34954 -3.69568  -0.204
53 C 2.82805 -1.14147 -2.06194  -0.299
54 H 0.62281 2.94838 -3.64243  0.062
55 H -1.09364 3.35281 -3.40460  0.061
56 H -0.41505 3.13686 -5.06413  0.068
57 H -0.90584 1.39744 -6.46460  0.054
58 H -2.46615 0.84430 -5.81031  0.078
59 H -1.17385 -0.32756 -6.11382  0.059
60 H 3.30685 -0.73707 -2.96557  0.042
61 H 3.12878 -2.19290 -1.91566  0.053
62 H 3.16710 -0.53250 -1.19360  -0.006
63 H 1.43534 1.14512 -2.97574  0.070
64 H 1.50708 0.09863 -4.45211  0.085
65 H 1.37467 -3.25116 -3.41337  0.052
66 H 1.25287 -1.93779 -4.62519  0.051
67 H -0.23051 -2.62727 -3.89603  0.049
68 F 1.96182 2.08133 6.43284  0.073
69 C 2.34802 2.52240 5.19774  -0.173
70 C 1.77743 1.97766 4.06749  0.037
71 C 2.15124 2.49219 2.84612  -0.186
72 F 1.57374 2.03787 1.68663  0.023
73 C 3.10113 3.51812 2.72914  -0.141
74 F 3.42846 4.01968 1.52576  0.095
75 C 3.69478 4.03372 3.88178  -0.127
76 F 4.62424 5.00555 3.80385  0.114
77 C 3.30849 3.54761 5.12820  -0.128
78 F 3.82784 4.05494 6.26176  0.111